<A>
{
  "formula": "CHF3N2S",
  "method": "wB97M-V/def2-TZVPD",
  "symbols": ["N", "F", "F", "F", "H", "C", "N", "S"],
  "positions_angstrom": [[2.301, 0.701, 0.109], [-1.009, 0.807, 0.726], [-2.211, -0.945, 0.526], [-1.810, 0.227, -1.211], [2.131, 0.307, 0.968], [-1.271, -0.205, -0.074], [1.725, 0.413, -0.853], [0.144, -1.305, -0.191]],
  "multiplicity": 1,
  "orbital_gap_ev": [7.84, 7.84],
  "total_charge": 0
}


<B>
{
  "formula": "CHF3N2S",
  "method": "wB97M-V/def2-TZVPD",
  "symbols": ["N", "N", "C", "H", "F", "F", "S", "F"],
  "positions_angstrom": [[1.364, -0.327, 1.030], [0.432, 0.492, 1.016], [-0.723, -0.072, -0.915], [1.264, -1.335, 0.628], [0.151, 0.407, -1.784], [-0.735, -1.389, -1.009], [0.148, 1.691, 1.996], [-1.902, 0.534, -0.963]],
  "multiplicity": 1,
  "orbital_gap_ev": [7.20, 7.20],
  "total_charge": 0
}


Most favorable first, least favorable last: <A>, <B>


<A>
{
  "formula": "CH2NOP",
  "method": "wB97M-V/def2-TZVPD",
  "symbols": ["P", "H", "O", "H", "C", "N"],
  "positions_angstrom": [[-0.308, 0.902, -0.082], [0.369, -0.276, 0.143], [-4.247, 0.095, -0.290], [-0.510, 0.566, -1.461], [-2.836, 0.078, 0.250], [-1.635, 0.022, 0.409]],
  "multiplicity": 1,
  "smiles": "O=C=NP",
  "orbital_gap_ev": 10.17,
  "total_charge": 0
}


<B>
{
  "formula": "CH2NOP",
  "method": "wB97M-V/def2-TZVPD",
  "symbols": ["C", "H", "H", "O", "P", "N"],
  "positions_angstrom": [[-0.160, 0.432, 1.538], [-0.419, -1.125, -1.725], [0.990, -0.084, -1.699], [-0.238, 0.542, 2.704], [-0.240, 0.217, -1.256], [0.066, 0.019, 0.439]],
  "multiplicity": 1,
  "smiles": "O=C=NP",
  "orbital_gap_ev": 10.53,
  "total_charge": 0
}


Most favorable first, least favorable last: <B>, <A>


<A>
{
  "formula": "C38H53BrFN2O3PS5SbTeTi",
  "method": "wB97M-V/def2-TZVPD",
  "symbols": ["C", "Te", "H", "C", "H", "C", "H", "Ti", "H", "Br", "H", "C", "C", "C", "H", "F", "C", "H", "H", "H", "C", "H", "C", "C", "C", "H", "H", "S", "C", "C", "H", "C", "H", "H", "C", "H", "N", "O", "H", "C", "H", "H", "C", "H", "H", "H", "H", "C", "H", "H", "C", "H", "H", "H", "H", "H", "H", "C", "C", "H", "C", "N", "H", "P", "H", "C", "C", "C", "H", "S", "H", "H", "H", "C", "O", "H", "H", "Sb", "H", "C", "H", "H", "H", "H", "S", "H", "O", "C", "H", "C", "H", "C", "H", "C", "C", "S", "C", "H", "S", "C", "C", "H", "C", "C", "H", "C", "H"],
  "positions_angstrom": [[-2.675, -4.521, -2.927], [0.050, -4.667, 4.248], [-3.034, -0.069, -2.505], [0.725, 3.063, 2.793], [-4.369, 3.248, -2.277], [2.214, -0.070, 6.646], [-4.022, 1.259, -0.714], [0.626, -0.945, 1.191], [1.778, -5.555, -3.054], [2.239, 0.175, 8.533], [1.716, 4.320, -3.644], [3.356, -0.576, 1.793], [-2.393, 2.622, -4.578], [-1.260, -2.733, -1.589], [0.442, 3.347, -4.380], [-0.548, 4.112, 4.477], [2.201, -0.478, 3.882], [-1.526, 3.180, -4.929], [4.318, -0.574, 2.290], [-3.233, -4.564, 2.155], [3.306, -0.476, 0.450], [-1.337, -6.076, 0.284], [-3.857, 3.898, -1.566], [-3.045, -5.201, 1.290], [0.901, 1.982, 1.947], [0.263, -1.338, 4.214], [4.109, 0.885, 6.355], [-1.102, -1.254, -0.677], [-0.363, -3.603, -2.091], [1.121, -0.870, 4.675], [-3.136, 4.347, 1.083], [1.971, -0.242, -1.519], [-1.555, 3.568, 0.996], [-4.629, 4.359, -0.933], [0.042, 3.986, -2.321], [4.080, 0.577, 3.926], [2.016, -0.429, -0.140], [-0.574, -2.065, 2.224], [1.425, 3.888, 2.819], [0.973, 3.535, -3.447], [5.262, -0.148, -2.328], [-1.329, 0.189, -5.145], [4.378, -0.227, -1.707], [2.379, -4.791, 2.458], [1.535, 3.469, -0.823], [-1.384, 5.026, -3.609], [-0.031, 6.016, -3.051], [1.126, -0.676, 6.045], [-1.781, 0.131, 2.829], [1.366, -5.780, -1.333], [2.345, -4.337, 1.468], [0.328, 4.609, -0.235], [-1.226, -6.062, 2.054], [-1.906, 4.972, -0.019], [4.080, -3.110, 1.789], [2.964, -5.154, -1.799], [0.977, -0.192, -1.938], [-1.570, -5.504, 1.183], [4.488, -0.399, -0.384], [1.585, 5.158, -1.354], [3.280, 0.374, 5.885], [2.171, -0.693, 2.498], [0.282, -1.001, 6.638], [-0.050, -3.518, 2.231], [-2.923, 1.410, 0.654], [-0.953, 0.609, -4.202], [0.013, 0.897, 1.919], [3.057, -0.129, -2.297], [1.982, -5.084, 0.760], [-2.924, -3.101, -2.002], [-1.350, 5.625, -1.950], [4.390, -4.660, 0.982], [1.521, 2.627, -3.177], [-2.879, 3.130, -0.684], [-0.815, -4.283, 1.070], [3.651, -3.310, 0.091], [-2.126, 2.070, 4.334], [-1.137, 2.222, -1.681], [-0.726, -0.228, -3.535], [-2.013, 1.528, -3.585], [-3.601, -6.132, 1.414], [-2.862, 2.163, -5.460], [-4.420, 2.354, 0.619], [5.455, -0.470, 0.099], [1.376, -3.434, -1.938], [-4.087, 1.286, -2.932], [1.387, -3.258, 1.498], [-1.282, 2.032, 3.657], [-3.372, 4.697, -2.126], [0.915, 4.322, -1.109], [-3.563, 0.149, -4.176], [-3.599, 1.966, 0.001], [-3.106, 3.332, -4.159], [1.904, -5.158, -2.048], [-3.245, 0.681, -3.270], [-1.007, -4.919, -3.048], [-1.072, 0.952, 2.798], [-3.410, -4.691, 0.398], [-3.877, -5.413, -3.618], [3.698, -3.818, 1.056], [-0.371, 3.060, 3.640], [2.931, 0.017, -3.361], [3.267, 0.177, 4.513], [-0.735, 5.225, -2.756], [1.769, 1.974, 1.296], [-2.327, 4.057, 0.399], [-0.020, 1.131, -4.418]],
  "multiplicity": 1,
  "orbital_gap_ev": [6.01, 6.01],
  "total_charge": -1
}


<B>
{
  "formula": "C38H53BrFN2O3PS5SbTeTi",
  "method": "wB97M-V/def2-TZVPD",
  "symbols": ["H", "H", "H", "Br", "C", "C", "H", "C", "H", "H", "H", "C", "S", "H", "C", "C", "H", "C", "C", "Sb", "C", "S", "C", "C", "H", "H", "H", "C", "O", "F", "H", "C", "C", "C", "C", "C", "H", "H", "H", "C", "C", "H", "C", "C", "C", "H", "H", "H", "H", "C", "N", "H", "H", "H", "C", "H", "S", "H", "N", "P", "H", "H", "H", "C", "H", "H", "O", "C", "H", "H", "H", "H", "C", "H", "H", "H", "C", "H", "H", "H", "C", "H", "C", "C", "H", "H", "H", "C", "C", "H", "H", "H", "Ti", "C", "C", "C", "S", "C", "H", "O", "C", "S", "H", "H", "H", "H", "Te"],
  "positions_angstrom": [[-2.878, 6.861, -1.356], [2.630, -6.056, -2.356], [2.252, 5.896, -0.520], [-1.509, 7.824, -3.796], [3.018, -4.414, -0.961], [-1.021, 0.962, 4.802], [3.955, -0.114, -0.697], [-1.660, -4.511, -1.448], [1.165, -5.001, -3.325], [-3.128, 4.637, -0.313], [2.643, 5.499, -2.197], [2.995, 0.129, -1.133], [-0.187, 0.135, 2.265], [2.490, -4.283, 2.476], [1.422, -4.145, 2.635], [-2.537, -1.279, 0.421], [-0.150, 3.221, 6.519], [1.859, 5.461, -1.440], [-1.298, 0.619, 3.523], [1.110, -3.509, -0.284], [-3.443, 1.995, -0.781], [-2.395, 1.265, 5.839], [-3.640, 1.049, 4.678], [-2.468, 5.984, -1.838], [1.989, 6.394, 2.067], [1.239, -3.077, 2.777], [1.016, 6.059, -1.791], [4.002, -4.207, 0.193], [-0.540, 5.210, 1.628], [3.965, 0.049, -3.279], [0.595, -2.534, -3.165], [1.093, 6.968, 2.287], [-2.081, 3.590, -1.865], [-1.758, 6.104, -3.023], [-1.398, 3.740, -3.070], [1.667, 0.542, -3.112], [0.862, 6.835, 3.344], [3.538, -2.489, -1.848], [0.266, -6.627, 0.495], [-4.936, -1.074, 0.614], [-3.606, 0.776, -0.199], [3.798, -4.880, 1.027], [-3.716, -1.853, 0.710], [3.084, -5.881, -1.383], [-0.078, 6.550, 1.426], [-0.507, -5.497, -3.562], [1.973, 0.242, 0.726], [-2.303, -4.649, -2.326], [-0.989, 2.866, -3.558], [-0.887, -4.431, 1.882], [-2.420, 0.031, -0.019], [1.294, 8.026, 2.104], [4.140, -6.169, -1.465], [-1.652, -5.456, -0.903], [-2.628, 4.733, -1.269], [0.133, 6.689, 0.363], [-5.251, 1.227, 4.993], [-3.738, -2.877, 1.058], [-2.186, 2.341, -1.246], [0.136, 3.840, 1.169], [-0.688, 5.093, -4.579], [3.989, -3.182, 0.573], [-4.303, 2.637, -0.943], [0.565, -4.708, 1.497], [-5.758, 0.815, 0.117], [0.429, -6.176, -2.227], [0.237, 3.947, -0.433], [3.467, -3.538, -2.131], [-0.949, 7.159, 1.670], [-1.605, -4.769, 1.142], [-2.127, -3.750, -0.828], [1.183, 3.545, -2.166], [-4.872, 0.198, 0.191], [-5.883, -1.516, 0.894], [-1.056, -3.369, 2.072], [-0.394, 0.965, -2.772], [0.592, 2.909, 5.786], [1.589, 3.157, 6.146], [-1.039, -3.033, -3.630], [-1.108, -4.959, 2.817], [1.438, 4.028, -1.222], [1.611, 0.611, -4.191], [2.869, 0.247, -2.502], [-0.375, -2.853, -2.775], [1.161, -4.653, 3.572], [1.848, -6.452, 1.264], [2.619, -6.556, -0.667], [-1.227, 4.990, -3.646], [-0.268, -4.124, -1.929], [0.432, 3.410, 4.835], [2.789, -3.603, -2.984], [4.458, -3.860, -2.473], [-1.006, 1.348, 0.177], [0.790, -6.208, 1.358], [1.868, 0.333, -0.349], [0.628, 0.668, -0.904], [-3.008, 0.576, 3.150], [0.559, 0.754, -2.301], [-1.596, -1.797, 0.537], [-1.089, 2.895, 1.329], [0.248, -5.265, -2.799], [0.559, 1.115, 5.548], [2.222, 3.444, -0.735], [-0.781, -2.016, -2.203], [0.416, -6.723, 2.252], [5.020, -4.421, -0.155], [2.202, 3.350, 2.120]],
  "multiplicity": 1,
  "orbital_gap_ev": 6.08,
  "total_charge": -1
}


Most favorable first, least favorable last: <A>, <B>


<A>
{
  "formula": "C3H5N2OP",
  "method": "wB97M-V/def2-TZVPD",
  "symbols": ["C", "H", "C", "H", "N", "O", "H", "H", "P", "H", "C", "N"],
  "positions_angstrom": [[0.823, 0.915, 1.003], [-2.170, 0.700, -1.395], [1.510, -0.259, 0.676], [2.528, -0.097, 0.570], [-0.493, 1.004, 1.033], [-0.498, -1.593, 0.498], [-3.298, -0.322, -0.803], [1.157, -2.296, -0.141], [-1.602, -0.218, 0.802], [1.290, 1.782, 1.151], [0.818, -1.386, 0.303], [-2.352, 0.039, -0.683]],
  "multiplicity": 1,
  "smiles": "NP1N=CC=CO1",
  "orbital_gap_ev": 8.63,
  "total_charge": 0
}


<B>
{
  "formula": "C3H5N2OP",
  "method": "wB97M-V/def2-TZVPD",
  "symbols": ["O", "H", "P", "N", "H", "C", "C", "N", "C", "H", "H", "H"],
  "positions_angstrom": [[2.368, -1.887, 0.678], [-1.164, 1.833, -0.112], [2.790, -0.754, -0.254], [-1.910, -0.894, -0.291], [1.073, 2.303, 0.434], [-0.837, -0.182, -0.182], [-0.492, 1.070, -0.154], [1.918, 0.494, 0.045], [0.959, 1.272, 0.117], [-1.873, -1.886, -0.179], [-2.833, -0.595, 0.201], [0.000, -0.775, -0.303]],
  "multiplicity": 1,
  "smiles": "N/C=C/C=N\\P=O",
  "orbital_gap_ev": 9.07,
  "total_charge": 0
}


Most favorable first, least favorable last: <A>, <B>


<A>
{
  "formula": "C3H3NOS",
  "method": "wB97M-V/def2-TZVPD",
  "symbols": ["O", "C", "C", "H", "C", "H", "H", "N", "S"],
  "positions_angstrom": [[-0.754, 1.542, -0.168], [0.408, 1.427, -0.179], [2.491, 0.025, 0.079], [-1.812, 0.050, 1.415], [1.402, 0.610, 0.076], [3.313, -0.601, 0.035], [-1.543, -1.474, -1.166], [-1.348, -1.402, -0.249], [-2.157, -0.176, 0.155]],
  "multiplicity": 1,
  "orbital_gap_ev": [6.79, 7.10],
  "total_charge": 0
}


<B>
{
  "formula": "C3H3NOS",
  "method": "wB97M-V/def2-TZVPD",
  "symbols": ["C", "C", "O", "H", "C", "H", "N", "S", "H"],
  "positions_angstrom": [[1.025, -0.848, -0.117], [-1.658, 0.558, 0.184], [0.162, -1.724, 0.390], [2.074, -0.668, 0.416], [-0.412, 1.136, 0.159], [1.349, -1.210, -1.053], [0.705, 0.558, -0.121], [-3.093, 0.002, -0.075], [-0.153, 2.197, 0.217]],
  "multiplicity": 1,
  "orbital_gap_ev": [5.95, 8.61],
  "total_charge": 0
}


<C>
{
  "formula": "C3H3NOS",
  "method": "wB97M-V/def2-TZVPD",
  "symbols": ["O", "N", "H", "C", "S", "C", "H", "H", "C"],
  "positions_angstrom": [[-1.937, -1.377, -0.689], [0.243, 0.227, -1.160], [1.455, 1.062, 0.442], [0.428, 0.901, 0.112], [0.295, -1.252, 1.977], [-1.080, -0.755, -0.226], [-0.128, 1.839, 0.126], [0.996, -0.408, -1.399], [-0.271, -0.238, 0.816]],
  "multiplicity": 1,
  "orbital_gap_ev": 7.82,
  "total_charge": 0
}


Most favorable first, least favorable last: <C>, <B>, <A>


<A>
{
  "formula": "C3H3NOS",
  "method": "wB97M-V/def2-TZVPD",
  "symbols": ["N", "H", "O", "C", "C", "H", "S", "C", "H"],
  "positions_angstrom": [[0.256, 1.219, 0.350], [0.141, 1.840, -1.758], [-0.165, -0.969, -0.054], [0.067, 1.044, -1.012], [0.082, 0.040, 0.894], [-0.363, -0.852, -2.121], [0.206, -0.382, 2.541], [-0.180, -0.254, -1.235], [-0.044, -1.686, 2.395]],
  "multiplicity": 1,
  "smiles": "Sc1ncco1",
  "orbital_gap_ev": 9.40,
  "total_charge": 0
}


<B>
{
  "formula": "C3H3NOS",
  "method": "wB97M-V/def2-TZVPD",
  "symbols": ["S", "C", "C", "N", "H", "H", "C", "O", "H"],
  "positions_angstrom": [[0.221, -1.677, 0.265], [0.254, 0.151, 0.765], [1.521, 0.673, 0.334], [2.355, 1.295, -0.197], [0.186, 0.101, 2.010], [-1.146, -1.527, 0.021], [-0.966, 0.701, 0.126], [-1.764, 1.489, 0.607], [-1.149, 0.234, -0.848]],
  "multiplicity": 1,
  "smiles": "N#C[C@H](S)C=O",
  "orbital_gap_ev": 10.13,
  "total_charge": 0
}


Most favorable first, least favorable last: <A>, <B>